Record 1
Computed, not measured: a molecular structure, H24NO15, with wB97M-V/def2-TZVPD.

The calculation puts the total energy at -1197.13605 hartree. Its total charge is -1. Its energy above the lowest of the compared OMol25 structures with the same formula, charge and spin is 392.4 kcal/mol. The value obtained for the HOMO-LUMO gap is 9.2 eV. For the HOMO energy, the calculation gives -6.5 eV. The LUMO energy comes out at 2.73 eV.

Geometry as XYZ:
```
40
Properties=species:S:1:pos:R:3:forces:R:3:mulliken_charge:R:1
N 7.179143 4.856832 -17.096369 -0.691 0.376 1.262 0.0747
O 7.273748 5.004370 -15.878777 -5.657 3.152 -4.259 -0.6558
O 8.057332 4.277324 -17.698374 -2.707 -2.943 5.816 -0.6317
O 6.176294 5.296478 -17.648385 3.753 -2.073 -0.447 -1.2524
O 6.287100 5.842171 -20.086561 1.855 1.851 -2.160 -0.9032
H 5.500209 5.381957 -19.794615 0.584 -0.300 -1.646 0.6977
H 6.994425 5.462767 -19.565051 0.706 -0.704 -1.387 0.6484
O 8.712545 3.698420 -15.294710 4.960 -5.189 2.283 -0.8751
H 7.979986 4.218645 -15.624787 1.847 -1.449 1.366 0.7575
H 9.244044 3.513926 -16.069109 0.513 -0.104 0.234 0.2581
O 4.565097 4.687104 -19.177754 -3.994 -0.303 -0.495 -0.5474
H 3.639678 4.445920 -19.218454 -0.438 0.016 -0.085 0.3418
H 4.594844 5.422012 -18.565171 -0.877 -0.324 0.744 0.2618
O 5.969381 7.271836 -18.251133 -3.680 5.074 0.218 -0.7027
H 6.351320 6.573605 -18.782951 -0.848 0.612 -2.739 0.3625
H 5.055823 7.011474 -18.133438 -0.246 0.523 0.376 0.5211
O 5.558461 4.669863 -14.649471 -0.115 -2.272 4.450 -0.7094
H 6.176456 4.495227 -13.939669 0.221 -0.032 0.381 0.3589
H 5.882885 4.148588 -15.383807 -0.558 -0.441 0.502 0.3704
O 9.201913 5.449428 -18.893125 3.735 2.557 -3.824 -0.7230
H 9.418302 4.651594 -19.375708 0.119 -0.148 -0.270 0.3935
H 8.553258 5.170504 -18.246840 2.255 2.312 -1.502 0.1658
O 4.408587 5.449305 -16.294002 -4.050 1.418 -1.281 -0.9031
H 4.586507 5.315772 -15.363019 -1.008 0.673 0.042 0.5086
H 5.266663 5.387244 -16.713641 -0.953 0.457 0.748 0.7492
O 8.041414 6.938074 -17.516304 2.737 0.589 0.724 -0.7763
H 7.122901 6.846818 -17.769721 0.561 1.468 1.121 0.7438
H 8.055556 7.698322 -16.934869 0.152 0.040 0.086 0.3293
O 5.600491 3.060545 -17.902288 0.036 -3.436 1.306 -0.7931
H 5.028795 2.976568 -18.665399 0.387 -0.099 0.366 0.2478
H 6.068624 3.883588 -18.042537 -1.243 -1.250 -1.227 0.7064
O 8.367347 6.628046 -15.028182 1.799 2.629 2.365 -0.7715
H 7.825784 6.208298 -15.696570 0.581 1.254 0.251 0.3565
H 7.743758 7.097068 -14.473762 -0.109 0.153 0.261 0.2553
O 7.412634 3.639872 -19.763679 -0.548 -1.080 -2.688 -0.5917
H 7.870870 3.637445 -18.923288 -0.300 -0.632 -1.226 0.4805
H 7.134435 2.732463 -19.887956 0.022 -0.117 -0.100 0.2665
O 9.004758 2.340779 -18.295660 1.127 -1.620 0.041 -0.5661
H 8.350181 2.469578 -17.609238 -0.123 -0.395 0.412 0.2244
H 9.455433 1.533140 -18.049024 0.197 -0.242 -0.020 0.3219
```
Positions in Å, forces in eV/Å.

Record 2
Computed, not measured: a molecular structure, H24Na2O16S, with wB97M-V/def2-TZVPD.

The calculation puts the total energy at -1941.17417 hartree. Its energy above the lowest of the compared OMol25 structures with the same formula, charge and spin is 21.6 kcal/mol. The value obtained for the HOMO-LUMO gap is 8.8 eV. For the HOMO energy, the calculation gives -10.1 eV. The LUMO energy comes out at -1.30 eV.

Geometry as XYZ:
```
43
Properties=species:S:1:pos:R:3:forces:R:3:mulliken_charge:R:1
Na 0.356328 3.551029 -2.053802 0.377 -0.678 0.485 0.9210
Na -2.031252 0.074849 3.524967 0.317 -0.229 -0.764 0.9604
S -0.307385 0.397712 0.344887 -2.331 0.481 -0.048 0.5333
O 0.958182 0.350050 1.072406 0.407 -0.030 0.396 -0.9040
O -0.524880 -0.745049 -0.506785 0.415 -0.531 -0.383 -0.3608
O -1.462994 0.497110 1.287637 0.959 0.194 0.281 -0.9738
O -0.278659 1.644391 -0.488995 -0.187 0.493 0.230 -0.5741
O -1.983113 -3.473062 -1.363810 0.031 0.153 -0.290 -0.6587
H -2.124369 -2.873107 -2.108564 0.056 -0.097 0.036 0.3290
H -1.020074 -3.615930 -1.351362 -0.367 -0.027 0.124 0.3539
O 3.033769 -1.245257 0.450046 -0.119 0.437 -0.109 -0.5912
H 2.348545 -0.567370 0.646036 0.281 -0.583 -0.092 0.3683
H 3.874624 -0.778288 0.488286 0.013 -0.148 0.016 0.2924
O 0.587429 -3.206574 -0.379612 0.065 0.123 0.491 -0.7069
H 1.265155 -3.137706 0.302211 0.142 -0.035 -0.207 0.3029
H 0.147349 -2.331092 -0.378264 0.222 -0.242 -0.088 0.4441
O 1.779681 3.413642 -0.004858 -0.053 0.124 -0.099 -0.5776
H 1.336755 2.616879 0.323769 -0.036 0.020 -0.069 0.4674
H 2.447113 3.615788 0.659370 -0.075 0.141 -0.054 0.2361
O -1.065574 -2.111181 2.636945 0.055 0.362 0.311 -0.6374
H -0.653921 -1.588213 1.938859 -0.090 -0.124 -0.183 0.3340
H -0.639447 -2.972530 2.573942 -0.144 -0.020 0.042 0.2846
O 1.265578 -2.174004 -3.141885 0.086 0.121 -0.199 -0.6036
H 1.611395 -1.767579 -2.338616 -0.124 -0.057 0.016 0.3245
H 1.905129 -2.857828 -3.361110 -0.063 -0.040 0.075 0.2841
O -2.270813 0.019991 -2.700159 -0.152 0.142 -0.116 -0.6621
H -2.868774 0.208376 -1.962881 0.086 -0.081 -0.069 0.3916
H -1.438892 -0.225591 -2.280120 -0.007 -0.138 0.119 0.2216
O -2.694740 2.748794 -0.751227 -0.142 0.135 -0.047 -0.6598
H -2.388634 3.632439 -0.955769 -0.195 0.290 0.048 0.2504
H -1.881358 2.242743 -0.575098 -0.128 -0.035 -0.004 0.3427
O 1.699298 1.043613 -2.037241 0.087 0.440 -0.499 -0.6356
H 2.291500 0.679251 -1.371788 0.065 0.018 -0.058 0.3144
H 0.895053 1.296983 -1.536369 0.364 -0.641 -0.057 0.3775
O -0.089650 2.902000 2.659439 -0.102 0.160 0.157 -0.6591
H -0.607050 3.387278 2.007353 -0.054 -0.132 0.021 0.3698
H 0.177761 2.095287 2.205295 0.061 -0.034 0.084 0.2264
O 2.574851 1.015786 3.024889 -0.127 -0.020 -0.572 -0.6780
H 2.060252 0.741765 2.226782 0.480 0.241 0.994 0.5695
H 3.498834 0.955704 2.765013 -0.016 -0.053 0.120 0.2830
O -3.628491 -1.027922 0.251100 0.227 0.148 0.043 -0.6999
H -2.781582 -0.645669 0.547977 -0.396 -0.156 -0.225 0.4397
H -3.372911 -1.787502 -0.288896 0.110 -0.090 0.143 0.3598
```
Positions in Å, forces in eV/Å.

Record 3
Computed, not measured: a molecular structure, H24NeO12, with wB97M-V/def2-TZVPD.

The calculation puts the total energy at -1046.22590 hartree. Its energy above the lowest of the compared OMol25 structures with the same formula, charge and spin is 22.4 kcal/mol. The value obtained for the HOMO-LUMO gap is 8.7 eV. For the HOMO energy, the calculation gives -9.2 eV. The LUMO energy comes out at -0.45 eV.

Geometry as XYZ:
```
37
Properties=species:S:1:pos:R:3:forces:R:3:mulliken_charge:R:1
Ne -0.040288 -0.094401 0.475746 -0.041 0.025 -0.174 0.0305
O 3.107472 -0.123941 0.516846 0.178 0.347 0.063 -0.6371
H 2.576622 -0.686931 1.080296 -0.315 -0.405 0.122 0.3313
H 3.830292 0.161709 1.075566 0.279 0.000 0.113 0.2662
O -1.165328 -2.996931 0.200926 -0.009 -0.103 -0.379 -0.7054
H -1.331398 -2.472441 0.984226 -0.002 0.386 0.693 0.4044
H -1.781138 -3.726861 0.265846 -0.023 -0.354 -0.020 0.2967
O -2.175108 -2.002601 -2.168224 -0.144 0.402 -0.685 -0.6485
H -2.647008 -2.819071 -2.332294 -0.064 -0.138 -0.168 0.2702
H -1.899688 -2.064231 -1.253574 0.290 -0.165 0.525 0.3959
O 0.534792 2.072559 -2.086934 -0.007 0.632 0.028 -0.7177
H 0.235382 1.296339 -2.560284 -0.043 -0.637 -0.622 0.4730
H 0.019172 2.075609 -1.280494 -0.142 0.129 0.399 0.3505
O 1.489472 -2.830221 -0.966774 0.385 -0.022 0.095 -0.6131
H 0.645502 -2.767361 -0.519574 -0.356 -0.147 0.137 0.3548
H 1.264892 -2.897541 -1.894824 0.045 0.089 -0.254 0.2963
O -0.314068 -0.180621 -3.708364 0.401 0.330 -0.053 -0.6693
H -1.006728 0.098429 -4.307174 -0.174 0.071 -0.151 0.3059
H -0.727138 -0.844621 -3.156354 -0.381 -0.456 0.268 0.3237
O -3.308618 1.937429 -0.085134 -0.528 -0.267 0.080 -0.6406
H -3.563948 2.527719 -0.794064 -0.124 0.050 -0.181 0.2886
H -2.401188 2.172919 0.108146 0.541 0.111 0.153 0.4091
O 3.098062 1.129599 -2.013834 0.856 0.055 -0.360 -0.6512
H 2.317022 1.677869 -1.938854 -0.556 0.171 -0.091 0.3941
H 3.249272 0.804649 -1.126264 -0.108 -0.345 0.161 0.3549
O -0.658028 2.782739 0.391816 -0.290 -0.011 -0.113 -0.7092
H -0.593048 3.713489 0.178006 -0.004 0.326 -0.142 0.2880
H 0.043052 2.632679 1.026016 0.452 -0.197 0.446 0.2757
O -1.594908 -1.464031 2.483196 0.209 0.047 0.065 -0.7076
H -2.377238 -0.912741 2.467056 -0.308 0.324 -0.174 0.2920
H -1.513888 -1.738991 3.396466 -0.014 -0.310 0.320 0.3195
O 1.305982 -0.536071 2.890176 0.415 -0.447 0.429 -0.6490
H 1.335382 0.367439 2.575456 -0.089 0.318 -0.337 0.3674
H 0.382342 -0.780501 2.832076 -0.316 -0.131 -0.251 0.3511
O 1.118902 2.290799 2.727136 -0.166 0.061 -0.327 -0.6906
H 0.542232 2.019649 3.441396 -0.257 0.065 0.330 0.3187
H 2.002912 2.178489 3.076616 0.409 0.195 0.056 0.2812
```
Positions in Å, forces in eV/Å.

These records have M values of 278.184; 358.223; 236.360 g/mol, in the order they appear.